Computed, not measured: a cluster of 2 separate species, C5H8BrN in total at a distorted geometry, with the ωB97M-V functional and the def2-TZVPD basis.

```
! wB97M-V def2-TZVPD RIJCOSX def2/J DEFGRID3
* xyz 0 1
Br -2.90215 0.95586 -0.58682
N 1.19438 0.00835 1.07829
C -1.19417 0.31951 -1.05248
C 0.10440 -0.45078 0.83082
C -0.69808 0.20513 -2.26130
C 1.97585 1.03547 0.49248
C -0.83249 -1.39551 1.40045
H -1.22227 0.47354 -3.17419
H 1.80888 1.12702 -0.58503
H 3.02333 0.81420 0.69579
H -1.06086 -2.16789 0.66555
H 1.72379 1.98464 0.96934
H -1.76274 -0.86276 1.61688
H 0.29504 -0.19510 -2.40831
H -0.45293 -1.85167 2.31855
*
```

Frontier orbital gap (spin up / spin down) (eV): 8.4 / 8.4
HOMO (spin up / spin down) (eV): -7.86 / -7.86
M (g mol⁻¹): 162.0

Computed, not measured: the molecule C4H8O3S at a distorted geometry, with the ωB97M-V functional and the def2-TZVPD basis.

```
! wB97M-V def2-TZVPD RIJCOSX def2/J DEFGRID3
* xyz 0 3
S -1.69263 -0.70267 0.27336
O -0.53717 -1.43091 -1.99920
O -1.09547 0.89222 -1.83588
O 1.32879 1.56455 -0.65595
C -0.40273 -0.84862 1.48609
C 1.01020 0.39059 -0.16939
C -0.65817 -0.33232 -1.17836
C 0.50965 0.39066 1.27942
H -0.13319 1.33374 1.52137
H -0.83583 -0.94346 2.51409
H -0.45934 1.21083 -2.39224
H 1.32041 0.29291 1.97872
H -1.18803 -2.06521 -1.69187
H 0.25306 -1.65226 1.51895
H 0.78942 2.29826 -0.25988
H 1.79104 -0.39833 -0.38923
*
```

Frontier orbital gap (spin up / spin down) (eV): 5.0 / 7.8
Expectation value of S²: 2.01
HOMO (spin up / spin down) (eV): -4.24 / -9.13
M (g mol⁻¹): 136.2

Computed, not measured: the molecule C3H6N2O2 at a distorted geometry, with the ωB97M-V functional and the def2-TZVPD basis.

```
! wB97M-V def2-TZVPD RIJCOSX def2/J DEFGRID3
* xyz 0 1
O -2.48381 -0.22645 0.11099
O 1.87558 -1.21189 0.30316
N -0.32370 -0.69138 0.17155
N 0.05001 0.68275 0.81825
C 0.74967 1.60496 -0.02125
C 0.80171 -1.42902 -0.14103
C -1.59178 -0.97891 -0.10428
H 0.76438 -2.32932 -0.79241
H -0.85264 0.84170 1.21286
H -0.12815 2.20314 -0.62549
H 1.29680 2.35935 0.53940
H 1.39123 1.24692 -0.84026
H -1.54927 -2.07186 -0.63150
*
```

Frontier orbital gap (eV): 10.2
SMILES: CNN(C=O)C=O
HOMO (eV): -9.42
M (g mol⁻¹): 102.1

Computed, not measured: a cluster of 10 separate species, C16H52O10 in total at a distorted geometry, with the ωB97M-V functional and the def2-TZVPD basis.

```
! wB97M-V def2-TZVPD RIJCOSX def2/J DEFGRID3
* xyz 1 2
O 5.46412 0.80946 -0.40008
O -1.66169 -0.41146 0.16400
O 2.95374 3.27962 -3.72579
O 0.44253 -4.88939 1.21840
O -3.26959 -1.10535 2.19741
O -0.73483 4.32832 -3.39175
O -7.21465 -3.38339 -0.30133
O 1.58309 0.25455 4.03137
O 2.05567 2.41413 2.10172
O -1.76038 -0.69230 -2.60537
C 2.92319 0.19671 4.31278
C 2.00483 2.46628 -4.39953
C -2.89552 -0.55447 -3.47757
C 1.55001 1.22743 -3.59999
C -2.52629 -0.65405 3.33946
C 3.12729 -1.05697 5.16583
C 1.02093 -3.18590 2.79151
C 3.47407 -0.31271 -0.42019
C -5.95230 -2.85810 0.05566
C -1.81859 3.44429 -3.18055
C -0.40590 0.11963 0.32182
C 4.84373 -0.19494 0.33544
C 0.60193 -3.48457 1.32206
C -1.66126 2.87794 -1.77863
C -5.46669 -1.95369 -1.00999
C 2.08792 3.37024 1.09405
H -0.37227 1.06970 -0.21142
H -2.69663 0.10088 -4.32554
H 2.85137 -1.97071 4.63948
H -3.82050 -0.13236 -3.08473
H -6.03911 -2.43930 1.05824
H -1.45024 -0.64448 3.16589
H -2.69999 4.08392 -3.22648
H 4.20117 -1.04795 5.35235
H 1.28703 -3.18844 0.52768
H -5.92079 -0.96547 -0.93714
H 2.54670 2.17320 -5.29875
H 1.25679 1.57787 -2.61039
H -5.42526 -2.37920 -2.01265
H -0.38035 -3.08150 1.07554
H -5.28423 -3.71498 0.14260
H 6.25641 1.16070 0.01284
H -1.84999 -0.46218 -0.77599
H -3.20484 -1.55207 -3.78936
H 1.11652 -2.11993 2.99806
H -1.89213 2.66972 -3.94392
H 5.53086 -1.03806 0.26401
H 3.49520 -0.01259 3.40884
H 2.40919 4.31847 1.52505
H 2.80705 0.49737 -0.12532
H 3.61759 -0.24765 -1.49874
H 1.14609 3.02909 -4.76546
H -0.92122 4.96234 -4.08808
H 2.91436 2.39772 2.53065
H 3.61013 2.68162 -3.36090
H 2.76971 3.03155 0.31396
H 0.67780 0.69076 -3.97327
H -2.31635 2.00947 -1.70988
H -0.18445 0.08191 1.38842
H 0.31440 -3.58630 3.51856
H 3.22600 1.11501 4.81590
H -1.03520 -1.04122 -3.12879
H -0.60627 2.61097 -1.71682
H -2.84563 -0.77613 1.40150
H -2.65612 -1.35788 4.16157
H 2.61434 -0.99203 6.12540
H -0.32431 -5.07716 0.67222
H 1.54890 0.77640 3.22632
H 1.97119 -3.66805 3.02095
H -4.45349 -1.65206 -0.74439
H 2.35368 0.49108 -3.59777
H -1.97937 3.55267 -0.98387
H 4.73695 0.18896 1.34999
H 2.91437 -1.21874 -0.18793
H -2.79985 0.37591 3.56846
H 1.07836 3.43477 0.68817
H -7.10429 -4.19195 -0.80695
H 0.24531 -0.57465 -0.20922
*
```

Frontier orbital gap (spin up / spin down) (eV): 9.4 / 2.6
Expectation value of S²: 0.75
HOMO (spin up / spin down) (eV): -11.97 / -11.97
M (g mol⁻¹): 404.6

Computed, not measured: the molecule C5H7NO2 at a distorted geometry, with the ωB97M-V functional and the def2-TZVPD basis.

```
! wB97M-V def2-TZVPD RIJCOSX def2/J DEFGRID3
* xyz 0 1
O -1.08425 0.05846 -1.08658
O 1.44148 -2.47414 0.66157
N 0.89516 -0.20782 0.28435
C -0.29141 0.60581 -0.09834
C 0.84075 -1.49608 0.35507
C -1.51713 -1.21479 -0.85084
C 2.03303 0.58781 0.72894
C -2.59638 -1.84476 -1.22719
H 2.37269 1.23742 -0.07885
H -0.87362 0.79310 0.82465
H 1.75007 1.19688 1.59069
H 0.08076 1.55863 -0.49162
H -3.41214 -1.36071 -1.75721
H 2.83806 -0.08581 1.01528
H -2.71425 -2.89022 -1.00495
*
```

Frontier orbital gap (spin up / spin down) (eV): 8.7 / 8.0
HOMO (spin up / spin down) (eV): -8.13 / -7.62
M (g mol⁻¹): 113.1

Computed, not measured: a structure of composition C42H31AsN2O4S2TeTi, with the ωB97M-V functional and the def2-TZVPD basis.

```
! wB97M-V def2-TZVPD RIJCOSX def2/J DEFGRID3
* xyz -2 3
Te 1.36581 1.84501 2.38918
As -1.48736 -0.54075 -0.42623
Ti 0.56762 1.44781 -0.68084
S -1.32811 1.57193 -2.61962
S 2.93190 0.22833 -4.46896
O -1.21783 2.37538 0.32880
O 4.23207 3.54510 -0.49722
O -2.60271 4.14350 0.10999
O 2.62146 2.03415 -0.05828
N 1.57237 -0.47954 -0.73128
N 0.75078 3.58518 -0.66786
C 3.13293 0.66562 2.59330
C -1.53791 3.55448 -0.04061
C 1.94392 4.12326 -0.84811
C -3.23436 -3.46747 2.15727
C -1.95376 -1.02151 2.35424
C -1.73834 -2.84992 -3.95536
C -4.05732 2.01136 -2.39968
C -0.51837 -3.07160 -1.48049
C 2.77302 -0.48360 3.49595
C -2.93474 1.30085 -1.95742
C 2.06941 -2.61524 5.15220
C -2.79990 -2.81500 1.01004
C 2.42294 -2.52426 0.24149
C 1.66790 2.32680 -3.73249
C -0.92798 -3.94291 -3.68283
C -0.31468 5.66032 -0.97085
C 2.27933 -0.79519 -1.90474
C -2.14676 -1.58932 1.09884
C 3.08052 -2.87764 -0.97628
C 1.28836 -1.47219 5.11499
C -0.35244 4.31487 -0.64170
C 0.78834 0.84772 4.22476
C 0.91454 6.22109 -1.28217
C 1.62744 -0.40241 4.28976
C 2.37413 1.82876 -4.78686
C 3.20759 -2.69633 4.36060
C 1.54977 1.43899 -2.61494
C -1.33160 -1.97315 -1.74685
C 2.07270 5.45946 -1.18416
C -3.13819 0.29873 -0.99418
C -3.03119 -2.89552 3.40474
C -4.40250 0.02387 -0.49650
C 3.06986 3.16176 -0.46889
C 2.19926 0.25954 -2.88243
C -5.32097 1.72940 -1.90800
C -0.31590 -4.05101 -2.44228
C -5.50573 0.73413 -0.95382
C 2.98860 -1.97259 -2.03019
C -2.39501 -1.66550 3.50229
C 3.55391 -1.63609 3.53879
C -1.93736 -1.86730 -2.99470
C 1.70965 -1.36188 0.30203
H 2.58600 2.29541 -5.73745
H -0.01365 -3.15073 -0.52675
H 1.78084 -3.44815 5.78240
H 0.38949 -1.41054 5.71859
H 3.63943 -3.79982 -1.07235
H 3.49684 -2.16816 -2.96918
H 3.93456 1.27470 3.01185
H 1.21374 3.31208 -3.76328
H -0.27514 0.61278 4.20904
H 0.97689 7.26858 -1.55485
H -6.49385 0.52110 -0.56222
H 1.16964 -1.10919 1.21131
H -0.75713 -4.69782 -4.44216
H -1.23058 6.23427 -0.95067
H 0.97709 1.49946 5.07921
H -3.91122 2.80203 -3.12581
H 0.34363 -4.88347 -2.22760
H -1.45697 -0.06314 2.41832
H 3.42450 0.34134 1.59627
H -3.36972 -3.40714 4.29853
H -2.54616 -1.00227 -3.22288
H -2.96414 -3.26215 0.03672
H -2.23629 -1.21258 4.47341
H -2.20479 -2.74789 -4.92836
H 3.06015 5.87365 -1.33365
H 4.41858 -1.70791 2.89045
H -3.73613 -4.42527 2.07603
H -6.17229 2.30297 -2.25982
H 3.81154 -3.59590 4.36536
H -4.53323 -0.74630 0.25576
H 2.45328 -3.16941 1.11139
*
```

Frontier orbital gap (spin up / spin down) (eV): 3.0 / 5.8
Expectation value of S²: 2.03
HOMO (spin up / spin down) (eV): 0.85 / -1.88
M (g mol⁻¹): 942.2